1.
Formula: C18H14BrN4O6PdS4Sb
Source: the Open Molecules 2025 dataset
Level of theory: wB97M-V/def2-TZVPD

Atoms and positions in Å:
Pd 0.523 1.202 0.144
C -2.643 -6.257 -0.095
C -2.598 -4.786 -0.374
C -3.223 -4.259 -1.500
C -3.188 -2.897 -1.749
C -2.543 -2.065 -0.858
C -1.898 -2.572 0.253
C -1.931 -3.931 0.500
S -2.397 -0.312 -1.201
O -3.042 0.410 -0.126
O -2.901 -0.074 -2.527
N -0.828 -0.091 -0.980
C 0.122 -0.689 -1.712
C -0.072 -1.303 -2.962
C 1.027 -1.808 -3.614
C 2.282 -1.737 -3.010
C 2.384 -1.137 -1.771
N 1.340 -0.633 -1.129
H -2.818 -6.821 -1.007
H -3.447 -6.482 0.604
H -1.712 -6.593 0.356
H -3.730 -4.915 -2.193
H -3.635 -2.456 -2.626
H -1.349 -1.908 0.906
H -1.423 -4.331 1.366
H -1.058 -1.293 -3.397
H 0.928 -2.241 -4.600
H 3.159 -2.131 -3.499
H 3.339 -1.041 -1.272
S -4.216 2.450 3.795
Sb -3.611 0.591 2.560
S -0.227 -0.177 2.406
S -1.207 1.469 1.988
Br 4.980 5.015 5.279
C 3.851 5.176 3.755
C 3.582 6.435 3.239
N 2.795 6.613 2.193
C 2.233 5.554 1.643
C 2.440 4.252 2.094
C 3.283 4.053 3.183
C 1.749 3.122 1.400
O 0.741 3.415 0.714
O 2.177 1.953 1.532
H 4.008 7.326 3.680
H 1.579 5.729 0.802
H 3.462 3.059 3.561
O 2.210 1.999 -1.608
N 1.339 2.585 -2.252
O 0.165 2.531 -1.892

The expectation value of S² is 0.941. The LUMO energy (alpha / beta) comes out at -0.3 / 0.4 eV. As for the spin multiplicity: 2. The orbital gap (alpha / beta) is 4.025 / 5.490 eV. The energy above the lowest of the compared OMol25 structures with the same formula, charge and spin comes out at 76.7 kcal/mol. As for the total charge: -1. The largest force on an atom is 2.89 eV/Å. For the HOMO energy (alpha / beta), the calculation gives -4.28 / -5.07 eV.

---

2.
Formula: C18H14BrNO7RuSTe
Source: the Open Molecules 2025 dataset
Level of theory: wB97M-V/def2-TZVPD

Atoms and positions in Å:
Ru 1.237 0.079 -1.079
O 5.011 0.045 -0.737
C 3.899 -0.360 -0.504
O 3.031 -0.764 -1.403
C 3.403 -0.533 0.941
C 2.321 -1.603 1.047
C 2.153 -2.096 2.474
C 1.499 -0.875 3.157
C 1.357 0.100 1.999
O 1.090 -0.807 0.860
C 2.695 0.707 1.581
C 2.347 1.935 0.732
O 2.115 2.980 1.303
O 2.234 1.740 -0.541
H 4.280 -0.797 1.533
H 2.370 -2.375 0.284
H 3.109 -2.378 2.911
H 1.493 -2.961 2.504
H 2.109 -0.442 3.947
H 0.527 -1.129 3.576
H 0.545 0.819 2.092
H 3.250 1.082 2.440
Te -0.397 -1.762 -1.613
C -1.077 -1.481 -3.535
C -0.513 -0.645 -4.466
C -1.146 -0.732 -5.727
C -2.175 -1.630 -5.726
S -2.375 -2.373 -4.210
H 0.329 -0.003 -4.248
H -0.856 -0.156 -6.592
H -2.821 -1.887 -6.549
Br -6.326 0.634 2.202
C -4.626 1.309 1.749
C -4.171 2.486 2.333
N -3.000 3.035 2.041
C -2.228 2.419 1.154
C -2.589 1.220 0.545
C -3.819 0.645 0.847
C -1.605 0.542 -0.334
O -1.901 -0.699 -0.650
O -0.594 1.116 -0.709
H -4.781 2.996 3.069
H -1.278 2.884 0.915
H -4.126 -0.284 0.389

The LUMO energy comes out at -1.4 eV. The orbital gap is 7.058 eV. As for the total charge: 0. The largest force on an atom is 0.95 eV/Å. For the HOMO energy, the calculation gives -8.41 eV.

---

3.
Formula: C18H14CdF5IN2
Source: the Open Molecules 2025 dataset
Level of theory: wB97M-V/def2-TZVPD

Atoms and positions in Å:
C 2.275 -2.837 -0.503
C 2.407 -2.532 1.018
H 1.726 -3.748 -0.601
H 3.258 -3.054 -0.904
H 1.978 -2.013 -1.199
H 1.615 -2.064 1.618
H 2.430 -3.443 1.547
H 3.262 -1.935 1.232
C -1.554 -1.111 -2.409
C -2.728 -0.939 -3.134
C -3.756 -0.190 -2.545
C -3.595 0.313 -1.261
H -0.742 -1.721 -2.792
H -2.809 -1.396 -4.136
H -4.681 -0.034 -3.112
H -4.385 0.848 -0.795
N -1.401 -0.567 -1.198
C -2.390 0.105 -0.568
C -2.200 0.541 0.878
N -1.069 0.192 1.528
C -0.878 0.389 2.831
C -2.993 1.526 2.938
C -1.831 1.064 3.588
H 0.017 -0.030 3.287
H -1.635 1.221 4.656
C -3.179 1.241 1.597
H -4.061 1.562 1.103
H -3.732 2.084 3.523
Cd 0.338 -0.857 0.173
I -0.808 -3.375 1.072
F 2.299 1.025 2.026
C 2.415 1.416 0.713
C 1.776 0.684 -0.257
C 1.934 1.059 -1.589
F 1.278 0.377 -2.577
C 2.878 2.024 -1.963
F 3.104 2.296 -3.259
C 3.617 2.716 -0.963
F 4.504 3.646 -1.300
C 3.336 2.410 0.385
F 3.981 3.106 1.354

The LUMO energy comes out at -0.9 eV. The orbital gap is 7.021 eV. The energy above the lowest of the compared OMol25 structures with the same formula, charge and spin comes out at 19.2 kcal/mol. As for the total charge: 0. The largest force on an atom is 1.96 eV/Å. For the HOMO energy, the calculation gives -7.96 eV.

---

4.
Formula: C18H14Cl2N2OS
Source: the Open Molecules 2025 dataset
Level of theory: wB97M-V/def2-TZVPD

Atoms and positions in Å:
Cl 0.085 7.277 -0.999
Cl 3.523 3.046 -0.728
C -1.057 2.543 0.846
C -1.876 1.812 1.382
N -0.207 -0.042 2.819
N 1.441 -1.588 1.880
O -1.914 -0.512 1.344
S 1.347 -0.424 3.075
C -0.693 -0.724 1.837
C 0.272 -1.611 1.263
C 1.881 5.135 -0.654
C -0.416 4.850 0.208
C 1.257 2.941 0.235
C 0.570 5.723 -0.346
C 2.209 3.848 -0.254
C -0.035 3.457 0.514
C -2.534 0.695 1.912
C -0.913 -4.173 -1.156
C 0.363 -2.618 -2.364
C 1.172 -3.382 -0.343
C 0.508 -3.972 -1.630
C -1.190 -2.855 -0.551
C -0.391 -1.822 -1.299
C 0.140 -2.397 0.038
H 2.649 5.749 -1.160
H -1.407 5.236 0.412
H 1.362 1.871 0.472
H -2.393 0.791 3.005
H -3.623 0.966 1.870
H -0.969 -4.860 -0.240
H -1.543 -4.494 -1.912
H -0.208 -2.823 -3.196
H 1.305 -2.196 -2.698
H 1.127 -4.166 0.456
H 2.183 -2.999 -0.440
H 0.943 -4.810 -2.176
H -2.183 -2.645 -0.120
H -0.787 -0.831 -1.304

The LUMO energy comes out at 0.2 eV. The orbital gap is 8.789 eV. The energy above the lowest of the compared OMol25 structures with the same formula, charge and spin comes out at 0.0 kcal/mol. As for the total charge: 0. The largest force on an atom is 4.77 eV/Å. For the HOMO energy, the calculation gives -8.63 eV.